Entry 1:
The following is a quantum chemistry calculation of a cluster of 6 separate species, C37H73ClFIO14S5 in total, from the Open Molecules 2025 dataset.

Element x y z (Å)
I (0.45, -7.82, 5.39)
Cl (1.19, -1.00, 10.19)
S (3.64, 4.22, -10.79)
S (1.58, 4.28, -4.72)
S (-1.53, -0.07, -0.64)
S (-2.72, -6.12, 1.47)
S (2.36, 10.57, -5.94)
F (1.61, -4.77, 6.07)
O (-2.35, -5.96, 2.86)
O (1.06, 11.20, -6.01)
O (3.39, 11.14, -5.11)
O (-0.28, 0.50, -1.10)
O (3.69, 2.91, -11.39)
O (-0.90, -2.38, 6.83)
O (-4.40, -2.05, 4.12)
O (-2.54, -5.02, 0.55)
O (-1.72, -0.33, 0.76)
O (2.76, 5.10, -4.89)
O (4.33, 5.32, -11.41)
O (-0.34, -5.44, 7.00)
O (0.70, -2.42, 5.37)
O (0.95, 3.73, -5.89)
C (3.04, 8.79, -7.81)
C (-2.07, -2.82, 7.48)
C (2.36, -2.16, 9.48)
C (0.51, -4.34, 6.81)
C (-0.21, 4.11, -2.82)
C (1.22, -1.94, 2.95)
C (-1.88, -1.55, -1.60)
C (0.25, -6.68, 7.22)
C (1.93, 4.70, -10.49)
C (1.71, 0.26, 1.82)
C (1.43, -2.81, 4.20)
C (-2.87, 0.92, -1.28)
C (-4.31, -8.15, 0.78)
C (0.22, 0.27, 3.82)
C (0.35, 5.17, -3.76)
C (1.87, 2.97, -3.52)
C (-0.27, -3.26, 5.95)
C (1.03, -3.83, 8.14)
C (2.97, 10.30, -7.61)
C (-1.93, -7.60, 0.84)
C (1.00, 3.31, -2.30)
C (1.76, 4.72, -8.97)
C (1.95, -2.61, 8.08)
C (1.97, 8.16, -6.90)
C (2.13, 8.83, -5.54)
C (-4.40, -6.74, 1.40)
C (-3.19, 0.28, -2.63)
C (-1.24, -3.90, 4.96)
C (-5.33, -1.73, 5.13)
C (2.23, -2.50, 1.93)
C (4.12, 4.13, -9.07)
C (-3.15, -1.24, -2.39)
C (-3.63, -3.21, 4.38)
C (1.42, -0.42, 3.17)
C (3.13, 5.04, -8.36)
C (-2.14, -2.91, 4.20)
C (-2.93, -8.71, 1.14)
H (0.17, -3.63, 8.79)
H (1.99, -2.19, 0.91)
H (1.43, -1.79, 7.58)
H (-0.37, 5.60, -4.45)
H (2.09, 7.08, -6.81)
H (0.95, -0.10, 1.12)
H (-3.83, -3.59, 5.39)
H (5.16, 4.44, -8.98)
H (-1.99, -2.38, -0.90)
H (4.01, 3.09, -8.75)
H (0.98, 8.36, -7.30)
H (2.22, -3.60, 1.94)
H (2.85, -2.85, 7.51)
H (1.22, -3.86, 3.97)
H (-5.11, -8.78, 1.14)
H (-2.97, -2.50, 6.93)
H (-4.84, -1.23, 5.98)
H (-4.03, -1.54, -1.81)
H (-3.70, 0.82, -0.58)
H (-4.40, -8.08, -0.30)
H (1.00, 5.46, -8.68)
H (-4.99, -6.04, 0.81)
H (1.29, 3.98, -11.00)
H (-1.92, -2.97, 3.13)
H (3.13, 4.88, -7.28)
H (-4.77, -6.77, 2.42)
H (-2.54, 1.95, -1.33)
H (-2.89, -8.96, 2.21)
H (-0.77, 4.56, -2.00)
H (2.29, -0.30, 3.84)
H (-0.42, -7.28, 7.84)
H (1.26, 8.75, -4.89)
H (-6.07, -1.05, 4.70)
H (-3.94, -3.99, 3.67)
H (2.93, 2.95, -3.30)
H (0.04, -0.09, 4.84)
H (2.70, 0.04, 1.42)
H (2.90, 8.52, -8.85)
H (-0.96, -7.71, 1.34)
H (1.42, 3.75, -8.61)
H (-5.85, -2.62, 5.50)
H (-2.08, -2.36, 8.48)
H (3.39, 6.08, -8.55)
H (-0.89, 3.45, -3.37)
H (3.03, 8.49, -5.02)
H (3.93, 10.80, -7.70)
H (4.03, 8.42, -7.51)
H (-1.87, -4.64, 5.48)
H (0.87, 5.96, -3.22)
H (-1.02, -1.72, -2.24)
H (-2.43, 0.56, -3.36)
H (0.39, 1.35, 3.87)
H (1.81, 5.69, -10.94)
H (-0.69, 0.09, 3.22)
H (-1.79, -7.46, -0.23)
H (-2.70, -9.61, 0.58)
H (3.25, -2.18, 2.16)
H (-2.09, -3.91, 7.60)
H (-1.96, -1.89, 4.53)
H (0.22, -2.11, 2.54)
H (2.39, -3.00, 10.19)
H (-4.16, 0.61, -3.01)
H (1.57, 2.04, -3.99)
H (0.69, 2.41, -1.79)
H (2.49, -2.76, 4.48)
H (3.33, -1.66, 9.49)
H (1.25, -6.62, 7.64)
H (1.57, 3.93, -1.60)
H (1.58, -4.68, 8.59)
H (1.61, 1.35, 1.92)
H (-3.17, -1.80, -3.33)
H (2.25, 10.77, -8.28)
H (-0.66, -4.52, 4.26)

total charge	0
HOMO	-9.274	eV
gap between HOMO and LUMO	9.386	eV
SMILES string	COCCC[C@](OC)(OC[C@H](C)C(C)C)[C@@](F)(CCCCl)OCI.O=S1(=O)CCCC1.O=S1(=O)CCCC1.O=S1(=O)CCCC1.O=S1(=O)CCCC1.O=S1(=O)CCCC1
LUMO level	0.112	eV

Entry 2:
The following is a quantum chemistry calculation of a structure of composition C37H73Li2O12 in a non-equilibrium geometry, from the Open Molecules 2025 dataset.

Element x y z (Å)
O (-1.90, -2.17, -2.84)
O (0.17, 1.51, -4.89)
O (-2.17, 1.83, 4.48)
O (4.97, 1.65, -0.47)
O (0.74, -0.37, -0.16)
O (2.77, -1.10, 1.66)
O (0.51, 1.12, 1.46)
O (-4.65, 2.05, -2.17)
O (-3.28, 2.13, 2.01)
O (-0.35, 1.52, -0.47)
O (2.45, -5.24, -3.35)
O (2.83, 1.97, 3.71)
C (-4.77, 2.85, -4.32)
C (-0.17, 0.20, -5.46)
C (0.27, 0.78, 0.29)
C (5.69, 2.82, -0.74)
C (-4.07, -2.68, -2.23)
C (2.28, -2.42, 2.04)
C (1.43, -5.98, -2.62)
C (-1.61, 0.55, 4.53)
C (1.08, -3.66, -2.35)
C (-2.91, -3.17, -3.02)
C (0.95, -4.96, -1.60)
C (0.74, -0.73, -4.69)
C (4.57, -2.44, 1.32)
C (-5.58, 2.73, -3.04)
C (3.40, -3.33, 1.48)
C (-2.55, 0.90, 6.60)
C (3.59, 1.81, -0.76)
C (-5.55, 1.80, 1.64)
C (0.37, 1.35, -3.51)
C (1.04, -0.02, -3.35)
C (3.61, 2.70, -1.97)
C (4.26, 2.11, 3.54)
C (3.88, -1.19, 0.72)
C (4.79, 3.63, -1.62)
C (4.81, 1.23, 4.69)
C (2.50, 0.75, 4.41)
C (-3.62, 1.37, -2.86)
C (-1.28, 0.32, 6.03)
C (-4.82, 0.53, 1.41)
C (-4.57, 2.47, 2.57)
C (-3.36, 1.00, 1.15)
C (3.82, 0.04, 4.67)
C (-2.80, 2.13, 5.70)
C (-3.28, -2.16, -1.00)
C (-1.90, -1.77, -1.51)
C (-3.41, 2.30, -3.99)
C (2.45, -3.82, -3.09)
Li (-0.13, 3.52, -0.07)
Li (1.36, 2.65, 2.50)
H (1.04, -2.85, -1.62)
H (1.81, 0.09, 3.88)
H (5.03, -2.22, 2.29)
H (1.31, -2.61, 1.58)
H (-1.22, 0.04, -5.22)
H (0.63, -6.33, -3.29)
H (4.56, 4.58, -1.13)
H (4.51, 1.67, 2.57)
H (-3.26, -2.90, -0.20)
H (0.23, -3.59, -3.04)
H (1.87, -6.80, -2.05)
H (4.64, 3.14, 3.53)
H (-3.88, 2.20, 5.58)
H (-4.82, -0.17, 2.25)
H (-0.72, 0.49, 3.90)
H (-2.35, -0.16, 4.14)
H (-2.69, 1.23, -2.30)
H (-2.36, 3.04, 6.11)
H (-3.40, 0.22, 6.62)
H (6.61, 2.60, -1.28)
H (2.69, 3.26, -2.17)
H (3.23, 0.80, -0.98)
H (0.99, 2.15, -3.12)
H (1.61, -4.94, -0.74)
H (2.13, 0.05, -3.28)
H (3.31, -3.57, -2.47)
H (0.20, -1.67, -4.52)
H (-0.01, -5.30, -1.20)
H (1.21, -0.50, 0.66)
H (-2.79, 3.15, -3.72)
H (2.42, -3.26, -4.02)
H (1.65, -0.83, -5.29)
H (-3.22, 1.34, 0.13)
H (-5.87, 3.67, -2.59)
H (-6.48, 2.15, -3.23)
H (5.95, 3.41, 0.14)
H (4.04, -0.61, 3.82)
H (-2.62, 0.21, 1.34)
H (4.65, 1.70, 5.66)
H (-5.22, 2.36, -5.18)
H (-1.00, -0.68, 6.37)
H (5.32, 3.98, -2.51)
H (5.86, 0.92, 4.58)
H (-4.53, -1.90, -2.83)
H (-3.98, 0.38, -3.12)
H (-4.71, 3.89, -4.63)
H (-2.53, -4.16, -2.76)
H (-2.35, 1.28, 7.60)
H (-3.11, -3.20, -4.10)
H (3.66, -4.11, 2.20)
H (3.85, -0.55, 5.59)
H (-0.60, 1.41, -3.02)
H (-6.53, 1.56, 2.07)
H (-5.26, -0.08, 0.62)
H (3.10, -3.81, 0.55)
H (-2.97, 1.82, -4.87)
H (2.09, 1.09, 5.36)
H (-4.82, 3.52, 2.68)
H (3.85, 2.07, -2.83)
H (-0.42, 0.88, 6.40)
H (-0.10, 0.19, -6.55)
H (0.64, -0.67, -2.57)
H (-1.61, -0.74, -1.29)
H (-1.18, -2.37, -0.95)
H (-5.78, 2.33, 0.72)
H (5.20, -2.90, 0.56)
H (-4.79, -3.47, -1.99)
H (-3.81, -1.30, -0.58)
H (4.42, -0.24, 0.79)
H (-4.73, 2.03, 3.56)
H (3.07, 2.17, 0.12)
H (3.57, -1.28, -0.32)
H (2.19, -2.45, 3.13)

total charge	+1
HOMO	-11.103	eV
relative energy (zero: lowest compared OMol25 entry of this formula, charge and spin)	0.0	kJ/mol
gap between HOMO and LUMO	6.539	eV
LUMO level	-4.565	eV